1.
The following is a DFT calculation (ωB97M-V/def2-TZVPD) of a molecular structure, C18H63HfN3O19S at a distorted geometry.

XYZ file:
```
105
Properties=species:S:1:pos:R:3:forces:R:3:mulliken_charge:R:1
Hf -0.0041 0.4905 -4.5339 2.331 -1.883 6.036 1.09
S 0.3314 -0.4605 -1.6567 3.472 -1.212 2.435 1.74
O -0.7227 -0.3764 -2.6002 -7.725 -0.459 -4.787 -1.05
O 0.0442 0.0577 -0.3590 -0.191 0.178 -0.982 -0.03
O 0.8801 -1.8056 -1.6068 -0.212 0.053 -0.026 -1.04
O 1.2065 0.3601 -2.4851 4.083 3.206 -1.410 0.04
C -4.6232 -10.5849 1.8562 -1.349 -0.298 -1.553 -0.75
O -4.8543 -9.5128 0.9029 1.588 0.313 1.218 -0.35
C -3.7200 -8.6016 0.9323 -1.267 0.553 -0.236 -0.54
C -4.0666 -7.4095 -0.0319 0.917 -0.831 0.382 -0.50
N -2.9427 -6.4742 -0.1991 -0.222 -0.718 0.324 -0.25
C -2.5338 -5.8964 1.0694 1.555 2.063 -0.700 -0.60
C -1.5601 -4.6688 0.8370 0.098 -1.104 1.027 -0.19
O -1.2733 -4.0530 2.0937 -0.140 0.216 -1.625 -0.42
C -0.3173 -2.9965 1.9022 -0.357 -0.218 1.395 -0.39
H -5.5633 -11.1306 1.9370 -0.271 0.254 0.038 0.27
H -4.3659 -10.2915 2.8739 0.518 0.304 -0.253 0.31
H -3.9927 -11.3190 1.3545 0.767 0.120 0.562 0.31
H -2.7565 -9.0744 0.7420 -0.040 -0.351 -0.921 0.38
H -3.5519 -8.2678 1.9562 -0.512 0.395 0.257 0.32
H -4.9389 -6.8640 0.3282 -0.305 -0.263 0.265 0.32
H -4.2893 -7.8179 -1.0177 -0.132 -0.131 0.070 0.35
H -3.2344 -5.8072 -0.8991 0.137 0.427 0.248 0.22
H -1.9892 -6.6526 1.6348 -0.066 0.124 0.105 0.23
H -3.2986 -5.4440 1.7007 -0.633 -0.368 0.054 0.31
H -1.9378 -3.9168 0.1442 -0.569 0.047 -0.174 0.18
H -0.6038 -4.9907 0.4246 0.208 -0.422 -0.306 0.17
H -0.4798 -2.4191 2.8123 0.733 0.255 -0.141 0.29
H -0.4494 -2.3149 1.0619 -0.739 -0.180 -0.338 0.05
H 0.6961 -3.3826 1.7927 0.036 -0.106 0.336 0.32
C -3.8891 0.0368 0.0706 0.176 1.030 -1.495 -0.74
O -3.3014 1.1729 0.7571 -0.055 -1.724 0.764 -0.44
C -3.5021 2.3885 0.1135 -0.188 1.568 -0.449 -0.97
C -2.4728 2.7272 -0.9692 -0.095 -1.915 -0.942 -0.61
N -1.0515 2.6935 -0.5620 -1.110 0.838 -1.072 1.76
C -0.7205 3.7386 0.3876 1.850 0.216 -0.139 -0.36
C -0.2915 5.1053 -0.2176 -1.540 -0.052 1.088 -1.09
O -1.4942 5.9459 -0.3462 1.103 -1.212 -0.392 -0.35
C -1.2204 7.2828 -0.6274 0.267 1.615 0.364 -0.82
H -3.6188 -0.9771 0.3657 0.470 0.544 0.984 0.26
H -3.5395 0.1169 -0.9587 0.001 -0.215 -0.340 0.21
H -4.9755 0.0819 -0.0049 -0.138 0.294 0.482 0.36
H -3.4303 3.2563 0.7691 -0.068 -0.539 0.969 0.44
H -4.5361 2.4314 -0.2286 -0.027 0.076 -0.600 0.49
H -2.7303 3.6154 -1.5462 0.099 0.535 0.649 0.56
H -2.5730 1.9597 -1.7367 0.050 -0.430 -0.208 0.21
H -0.7918 1.8032 -0.1619 -0.429 -0.071 0.089 -0.76
H 0.1739 3.3401 0.8665 0.231 0.278 0.207 -0.18
H -1.4351 3.7935 1.2088 -0.201 0.553 -0.183 0.67
H 0.2790 5.0405 -1.1441 -0.419 -0.342 -0.535 0.35
H 0.4616 5.5059 0.4609 -0.332 0.521 0.433 0.60
H -1.1741 7.8959 0.2726 0.385 -0.228 0.548 0.29
H -1.9950 7.8335 -1.1611 -0.448 -0.831 -0.467 0.28
H -0.2932 7.4752 -1.1672 0.190 -0.384 -0.155 0.33
C 5.4561 2.6531 -0.1345 -0.707 1.095 -0.663 -0.71
O 4.1591 3.2472 -0.5077 2.025 -0.585 0.211 -0.53
C 3.0622 2.4783 -0.1046 -1.007 1.303 0.299 0.85
C 2.8800 2.5758 1.4299 -0.600 -2.035 -0.893 -1.60
N 2.6989 3.9035 1.9357 -0.176 0.013 0.145 -0.09
C 2.3135 3.8355 3.3750 0.768 0.554 -0.697 -0.58
C 2.4605 5.2059 3.9803 0.402 0.371 0.620 -0.73
O 3.8396 5.4950 4.2536 0.412 -0.285 -0.408 -0.33
C 4.0480 6.8427 4.6150 -0.441 0.426 0.247 -0.75
H 5.7528 2.7475 0.9101 -0.629 -0.042 0.290 0.26
H 6.1724 3.2877 -0.6562 0.081 -0.392 -0.288 0.32
H 5.4982 1.6047 -0.4299 0.060 0.014 -0.123 0.31
H 3.0154 1.5220 -0.6256 0.643 -0.788 0.947 -0.24
H 2.2261 2.9534 -0.6177 -0.448 0.569 0.314 -0.32
H 3.7440 2.1145 1.9083 0.108 -0.440 0.057 0.85
H 2.0141 1.9818 1.7220 -0.045 -0.280 -0.046 0.62
H 3.6374 4.2605 1.8263 0.004 1.014 0.508 0.32
H 2.9231 3.1391 3.9506 0.277 -0.196 0.004 0.35
H 1.2894 3.4745 3.4702 -0.126 0.153 -0.232 0.38
H 1.9303 5.2703 4.9305 -0.286 -0.011 0.105 0.50
H 2.0511 5.9499 3.2970 -0.073 0.179 -0.108 0.33
H 3.4442 7.0853 5.4895 -0.464 0.221 -0.054 0.30
H 3.8317 7.5102 3.7809 -0.393 0.125 -0.073 0.30
H 5.0477 7.1345 4.9369 0.399 -1.017 -0.251 0.27
O -0.4280 -3.6695 -2.8102 -0.582 -0.271 -1.013 -0.85
H -0.0312 -2.9852 -2.2712 0.442 0.509 0.572 0.48
H -0.2787 -4.4779 -2.3200 -0.189 -0.407 -0.082 0.33
O -0.8563 0.4943 1.9488 0.308 0.235 0.885 -0.80
H -1.7576 0.5987 1.6440 -0.450 0.176 -0.038 0.55
H -0.3630 0.2587 1.1631 -0.188 -0.180 0.574 0.50
O 2.0694 1.6675 -4.7846 -1.180 -0.546 -0.737 -0.51
H 2.4838 1.8478 -5.6284 0.141 0.053 -0.532 0.32
H 2.6463 2.0789 -4.1411 -0.107 0.098 0.919 0.20
O -0.7885 -1.7470 -4.8848 -0.272 1.965 -1.332 -0.45
H -0.8117 -2.4036 -4.1887 0.119 -0.884 1.492 0.33
H -0.9190 -2.2468 -5.6907 -0.185 -0.093 -0.491 0.30
O 2.4130 -3.1855 -0.0020 0.505 -0.433 0.139 -0.76
H 1.7701 -2.7987 -0.5965 -0.203 0.228 -0.220 0.38
H 2.2409 -4.1262 -0.0415 0.156 -0.275 0.243 0.34
O 3.9932 -0.2011 -2.6429 0.145 -0.403 -0.347 -0.64
H 3.2552 0.2010 -2.1848 -0.380 0.108 0.357 -0.04
H 4.3349 0.4946 -3.2045 0.355 0.102 -0.052 0.29
O 1.7501 -1.2224 -4.5011 -0.507 0.661 -1.129 -0.53
H 2.1739 -1.4033 -3.6621 0.465 0.424 1.011 0.20
H 1.9908 -1.9641 -5.0563 -0.074 -0.273 -0.396 0.35
O 2.2633 -0.5960 1.1505 0.349 0.483 0.184 -0.67
H 1.5292 -0.2463 0.6455 -0.005 0.021 0.183 -0.14
H 2.4152 -1.4663 0.7820 0.220 -0.547 0.130 0.41
O -0.3168 2.4671 -3.1624 0.299 -1.157 -4.092 -0.66
H -0.8330 3.2024 -3.4927 -0.204 0.397 -0.215 0.37
H -0.4087 2.5175 -2.2110 -0.246 -0.045 3.178 0.32
```
Positions in Å, forces in eV/Å.

Summary:
* DFT total energy: -75191.4197 eV
* total charge: +1
* HOMO-LUMO gap (spin up / spin down): 4.834 / 5.063 eV
* HOMO energy (spin up / spin down): -10.48 / -10.48 eV
* M: 836.3 g mol⁻¹
* multiplicity: 2

***

2.
The following is a DFT calculation (ωB97M-V/def2-TZVPD) of 2 unconnected molecules or ions with the total composition C4H11NO2 at a distorted geometry.

XYZ file:
```
18
Properties=species:S:1:pos:R:3:forces:R:3:mulliken_charge:R:1
C -2.0784 -2.6680 0.8577 2.321 -0.383 0.303 -1.37
C -1.5141 -1.2567 0.9213 -1.798 0.417 -0.940 -0.21
N -1.3654 -0.7953 -0.4679 1.571 -1.368 -0.434 -0.39
C -0.5184 0.3676 -0.7761 -1.237 0.263 0.177 -0.47
C 0.3549 0.8979 0.3194 1.180 0.024 -0.167 0.16
O 0.8561 1.9948 0.3069 -0.406 0.161 -0.076 -0.47
H -2.1662 -3.0168 1.8873 -0.768 -0.208 -0.215 0.36
H -1.3427 -3.3490 0.3921 -0.013 0.175 0.152 0.36
H -2.9131 -2.7103 0.1984 -1.103 0.007 0.109 0.39
H -0.6005 -1.1919 1.5019 -0.219 -0.024 0.431 0.31
H -2.3752 -0.6857 1.2814 0.635 0.453 0.880 0.25
H -0.8599 -1.5928 -0.8582 -0.343 0.232 -0.485 0.27
H 0.0975 0.1287 -1.6447 0.233 0.021 0.113 0.31
H -1.1790 1.1676 -1.1149 0.146 0.311 0.079 0.27
H 0.6723 0.1984 1.1092 -0.201 -0.044 0.088 0.25
O 3.5337 1.3869 -0.9654 0.440 -0.370 -0.013 -0.64
H 2.8708 1.5297 -1.6406 -0.185 0.229 -0.011 0.31
H 3.4397 2.1005 -0.3314 -0.252 0.104 0.009 0.32
```
Positions in Å, forces in eV/Å.

Summary:
* ΔE to the lowest compared entry with this formula, charge and spin: 48.0 kcal/mol
* DFT total energy: -9910.1587 eV
* HOMO-LUMO gap: 10.124 eV
* HOMO energy: -9.29 eV
* M: 105.1 g mol⁻¹
* structure (SMILES): CCNCC=O.O

***

3.
The following is a DFT calculation (ωB97M-V/def2-TZVPD) of a single C6H10O molecule at a distorted geometry.

XYZ file:
```
17
Properties=species:S:1:pos:R:3:forces:R:3:mulliken_charge:R:1
C 1.6745 0.1959 -0.1167 -2.029 -2.527 -1.772 -0.67
C 2.1411 -1.1769 0.1382 -0.317 0.196 4.595 -0.98
C 0.1329 0.3450 -0.2529 0.288 -0.980 0.454 1.27
C -0.6826 -0.9361 -0.1484 1.257 2.571 1.481 -0.02
C -0.3826 1.8030 -0.2052 3.806 -1.734 -0.356 -1.38
C -2.0171 -1.0138 0.4462 -0.120 1.586 -2.007 -1.52
O -0.4076 -0.3990 -1.3437 -0.467 -0.315 -1.798 -0.45
H 1.9234 0.8070 0.6256 1.416 2.682 3.088 0.44
H 2.2111 0.4329 -0.9925 0.205 1.202 -1.458 0.36
H 1.8411 -1.9175 -0.4876 -0.486 -2.021 -2.163 0.46
H 2.1842 -1.5686 1.2339 0.245 0.904 -1.927 0.25
H -1.3833 1.9569 -0.1890 -3.259 -0.115 -0.604 0.42
H 0.1003 2.1386 -1.1654 -0.550 0.836 1.258 0.28
H -0.0851 2.2487 0.7512 0.788 0.313 -0.572 0.36
H -2.6890 -0.1946 0.1975 0.239 0.706 -0.816 0.37
H -2.0480 -0.9084 1.4585 0.455 -0.691 3.005 0.41
H -2.5133 -1.8129 0.0505 -1.470 -2.615 -0.407 0.38
```
Positions in Å, forces in eV/Å.

Summary:
* ΔE to the lowest compared entry with this formula, charge and spin: 132.3 kcal/mol
* DFT total energy: -8425.5031 eV
* HOMO-LUMO gap (spin up / spin down): 8.686 / 8.498 eV
* HOMO energy (spin up / spin down): -8.34 / -8.06 eV
* M: 98.1 g mol⁻¹

***

Question: Among the records above, which one has the lowest M?
Answer: C6H10O

***

Question: What is the DFT total energy in the first record?
Answer: -75191.4197 eV

***

Question: The highest M belongs to which entry?
Answer: C18H63HfN3O19S